No. 1
16
Properties=species:S:1:pos:R:3:forces:R:3:nbo_charge:R:1 method="wB97M-V/def2-TZVPD" lumo_energy_ev="0.74 / 0.72" gap_ev="7.70 / 7.58"
C -0.34959 0.61091 -0.24323 1.2051 -1.1872 -0.4890 0.341
C 2.40327 -0.02563 0.12579 -0.0878 1.3394 -1.5933 0.571
C -0.64197 1.98025 -0.63693 -1.7621 1.3179 -1.0066 -0.760
C 2.15764 -1.20861 1.00150 -0.4235 -0.3083 -1.4922 -0.793
C -2.19709 -0.98602 -0.28443 -0.8422 1.7829 2.9480 -0.443
N -0.81550 -0.51723 -0.11711 -0.1899 0.3334 0.0873 -0.500
O 3.19521 0.43541 -0.64680 -0.9310 -1.3585 1.5755 -0.517
H 0.15790 2.54300 -1.09798 1.0349 -0.1056 0.8856 0.251
H -1.00980 2.42782 0.31610 0.2590 0.3263 -0.8975 0.249
H -1.35709 2.20921 -1.51626 -0.0531 -1.0872 1.5064 0.219
H 2.96934 -1.99189 0.97397 -1.0934 0.4880 -0.1655 0.226
H 2.12171 -0.74905 1.95721 -0.0194 0.1842 1.2276 0.249
H 1.05140 -1.47547 0.76017 1.9763 -0.1223 0.3226 0.299
H -2.77818 -0.44542 -1.03981 0.2189 -0.4880 -0.1818 0.199
H -2.73805 -0.75902 0.74767 0.9613 -0.3308 -1.9712 0.197
H -2.16920 -2.04825 -0.29985 -0.2530 -0.7841 -0.7560 0.212

No. 2
111
Properties=species:S:1:pos:R:3:forces:R:3:lowdin_spin:R:1 method="wB97M-V/def2-TZVPD" multiplicity=3 lumo_energy_ev="-3.25 / -4.18" total_charge=+1 gap_ev="5.72 / 6.23"
Pd 0.10622 0.29715 -0.65786 -0.1867 -0.3170 -0.8330 0.138
S 2.35626 -0.19374 -0.74901 -0.0025 0.1445 0.0459 0.088
C 2.75873 -0.47347 0.90212 0.1216 -0.0985 0.0928 0.184
N 4.04600 -0.43261 1.31484 -0.0745 0.0049 -0.0425 0.162
C 4.32412 -0.57993 2.73459 -0.0005 0.0342 0.0090 0.012
C 3.44191 -1.66938 3.29665 0.0109 -0.0220 0.0168 0.011
N 2.05021 -1.33756 3.03202 -0.0368 0.0621 -0.0558 0.154
C 1.11094 -1.43413 4.15162 -0.0111 0.0104 -0.0108 0.014
C 1.32925 -0.31475 5.14219 0.0114 -0.0032 -0.0148 0.008
C 1.97885 -0.54852 6.34760 -0.0340 0.0073 0.0066 0.002
C 2.22791 0.49673 7.22885 0.0096 -0.0162 0.0127 0.000
C 1.82787 1.78359 6.90771 -0.0125 0.0046 -0.0243 0.001
C 1.17178 2.02432 5.70571 0.0066 -0.0101 0.0212 0.000
C 0.92303 0.98165 4.82843 0.0265 -0.0061 -0.0074 0.001
C 1.73478 -0.78334 1.84114 -0.0182 -0.0121 0.0306 0.186
S 0.07789 -0.48792 1.44435 0.0100 -0.1624 0.3766 0.082
C 5.19082 -0.29747 0.41691 -0.0165 -0.0114 -0.0029 0.015
C 6.01742 -1.56053 0.39925 0.0057 0.0018 -0.0079 0.008
C 7.29848 -1.58739 0.93347 0.0001 -0.0007 -0.0209 0.001
C 8.03527 -2.76595 0.93536 0.0002 0.0012 -0.0031 0.000
C 7.49001 -3.92359 0.40423 -0.0071 0.0061 0.0014 0.000
C 6.20796 -3.90277 -0.13365 0.0039 0.0008 0.0019 0.000
C 5.47591 -2.72718 -0.13637 -0.0044 0.0009 0.0183 0.000
H 4.12640 0.36305 3.25612 0.0275 0.0069 -0.0032 0.004
H 5.37459 -0.83861 2.85570 -0.0047 -0.0164 -0.0011 0.000
H 3.57922 -1.74562 4.37394 -0.0005 0.0029 -0.0058 0.000
H 3.69255 -2.63109 2.83772 0.0043 -0.0030 0.0154 0.004
H 1.25898 -2.40416 4.62878 0.0170 -0.0031 0.0047 0.002
H 0.09930 -1.41945 3.75189 -0.0032 -0.0128 0.0146 0.002
H 2.27954 -1.55730 6.60887 0.0075 0.0015 0.0004 0.000
H 2.73037 0.30216 8.16723 -0.0012 0.0007 -0.0013 0.000
H 2.01830 2.59817 7.59375 0.0006 -0.0013 0.0027 0.000
H 0.84683 3.02688 5.45916 0.0009 -0.0018 -0.0051 0.000
H 0.40754 1.16862 3.89304 -0.0038 0.0035 -0.0080 0.000
H 5.79292 0.55383 0.74369 0.0115 -0.0132 0.0293 0.004
H 4.81289 -0.07116 -0.57735 0.0155 0.0310 0.0027 0.001
H 7.72839 -0.68039 1.34405 -0.0003 -0.0002 0.0015 0.000
H 9.03443 -2.77655 1.35036 -0.0004 -0.0001 0.0013 0.000
H 8.06239 -4.84163 0.40339 0.0013 0.0002 -0.0004 0.000
H 5.78479 -4.80401 -0.55761 -0.0033 0.0017 -0.0002 0.000
H 4.47758 -2.70699 -0.56120 0.0009 -0.0065 -0.0002 0.000
C -3.37698 2.13509 0.12315 0.0457 0.0062 0.0039 0.002
C -4.40903 1.42231 -0.70132 -0.0634 -0.0977 0.0666 0.000
C -5.66792 1.99028 -0.87079 -0.0019 -0.0243 -0.0201 0.000
C -6.65815 1.34594 -1.59883 -0.0038 0.0458 0.0147 0.000
C -6.39828 0.11868 -2.18342 0.0262 -0.0350 -0.0177 0.000
C -5.14417 -0.45752 -2.03405 0.0253 0.0705 -0.0612 0.000
C -4.15446 0.17567 -1.28797 -0.0190 0.0705 -0.1011 -0.002
Sb -2.25855 -0.77552 -1.12330 0.1225 0.1619 0.1197 0.012
C -2.43993 -2.35007 0.29142 0.0634 0.0047 0.0656 0.007
C -1.45741 -3.33032 0.15378 -0.0291 0.0103 -0.0594 0.004
C -1.38355 -4.39421 1.03436 -0.0240 -0.0092 0.0075 0.000
C -2.29968 -4.47504 2.07498 0.0117 0.0087 -0.0129 0.001
C -3.25551 -3.48568 2.23093 -0.0012 0.0159 0.0241 0.000
C -3.33834 -2.40030 1.35708 -0.0063 0.0188 -0.0116 0.002
C -4.37408 -1.33593 1.60677 -0.0042 -0.0317 0.0004 0.000
C -2.18017 -1.80567 -2.98590 -0.1469 -0.0833 0.0322 0.002
C -1.47807 -1.12774 -3.98015 0.1006 -0.0157 0.0587 0.000
C -1.40846 -1.61301 -5.27523 0.0018 -0.0176 -0.0451 0.000
C -2.04870 -2.80078 -5.58613 0.0205 0.0279 -0.0088 0.000
C -2.74830 -3.48164 -4.60400 0.0304 -0.0077 0.0420 0.000
C -2.83381 -3.01256 -3.29316 -0.0361 0.0555 -0.0152 0.000
C -3.62256 -3.84066 -2.31003 0.0029 0.0255 -0.0061 0.000
H -3.74684 3.09860 0.47158 0.0001 0.0014 -0.0096 0.000
H -2.46319 2.30592 -0.44715 -0.0052 -0.0049 -0.0145 0.005
H -3.09125 1.55291 1.00433 0.0207 0.0248 0.0082 0.000
H -5.87495 2.95282 -0.41852 -0.0015 0.0025 0.0017 0.000
H -7.63000 1.80811 -1.71288 0.0013 0.0007 0.0065 0.000
H -7.16055 -0.38769 -2.76062 0.0029 -0.0013 0.0005 0.000
H -4.94037 -1.39903 -2.52543 0.0101 -0.0410 -0.0150 0.000
H -0.73394 -3.26111 -0.65371 0.0059 -0.0107 -0.0073 0.000
H -0.62018 -5.15113 0.90996 -0.0026 -0.0035 0.0043 0.000
H -2.26338 -5.30259 2.77150 0.0030 -0.0008 0.0001 0.000
H -3.95345 -3.54223 3.05807 0.0027 -0.0017 -0.0004 0.000
H -4.73174 -1.38765 2.63416 -0.0179 -0.0132 -0.0076 0.000
H -5.23491 -1.44596 0.94377 0.0082 0.0102 -0.0117 0.000
H -3.97003 -0.33600 1.44844 -0.0120 -0.0261 0.0231 0.000
H -0.96043 -0.20694 -3.73665 -0.0070 -0.0035 0.0076 0.000
H -0.86055 -1.06827 -6.03329 0.0039 -0.0068 0.0073 0.000
H -2.00771 -3.19893 -6.59149 0.0010 0.0063 -0.0029 0.000
H -3.25117 -4.40785 -4.85526 -0.0011 0.0025 -0.0005 0.000
H -4.30766 -4.49917 -2.84278 -0.0092 0.0282 -0.0023 0.000
H -4.20466 -3.23721 -1.61568 -0.0155 0.0318 0.0350 0.000
H -2.96821 -4.46598 -1.70337 0.0320 -0.0201 0.0058 0.000
C 0.27785 4.47452 -4.74719 0.0231 -0.0033 0.0011 0.006
Si -0.91925 3.31717 -3.90817 -0.0500 -0.1046 -0.0767 0.075
C -2.25411 4.22017 -2.96154 -0.0062 0.0012 -0.0749 0.030
C -1.66803 2.18032 -5.18469 0.0096 0.0254 0.0157 0.001
As 0.34804 2.05091 -2.32338 -0.1902 0.2008 0.2640 0.653
Si 0.92219 3.64663 -0.63211 0.1887 0.1202 0.1161 0.069
C 2.36709 2.99986 0.36487 0.0215 0.1274 0.0067 0.004
C -0.52807 3.92324 0.51867 0.0604 0.0328 0.0172 0.023
C 1.42992 5.29316 -1.36003 -0.0489 0.0262 -0.0928 0.003
H -0.27974 5.05121 -5.49093 0.0142 0.0127 0.0032 0.000
H 1.04809 3.91278 -5.27879 0.0079 0.0078 0.0052 0.001
H 0.76842 5.17783 -4.07422 -0.0416 -0.0625 -0.0111 0.000
H -2.78935 4.87038 -3.66049 -0.0012 -0.0157 -0.0029 0.005
H -1.86441 4.85053 -2.16215 0.0198 -0.0192 0.0065 0.000
H -2.98033 3.51977 -2.54378 0.0110 0.0074 0.0408 0.000
H -2.04137 2.78925 -6.01311 -0.0184 0.0036 0.0189 0.000
H -2.50421 1.59647 -4.79689 0.0323 -0.0169 0.0293 0.000
H -0.92704 1.49280 -5.59598 -0.0040 0.0041 0.0032 0.000
H 2.06194 2.25694 1.10301 -0.0257 -0.0464 -0.0358 0.002
H 2.80534 3.84879 0.89954 -0.0177 -0.0082 -0.0014 0.000
H 3.13608 2.56165 -0.27089 0.0220 -0.0053 0.0274 0.002
H -0.81974 3.01279 1.04355 0.0219 -0.0243 -0.0163 0.001
H -1.40161 4.33762 0.01770 -0.0240 -0.0007 0.0034 0.000
H -0.20163 4.65192 1.26817 0.0038 -0.0135 -0.0064 0.003
H 2.28069 5.20367 -2.03790 -0.0215 -0.0157 -0.0117 0.000
H 1.73730 5.93856 -0.53216 -0.0129 -0.0003 -0.0040 0.000
H 0.61861 5.80021 -1.88604 0.0199 -0.0173 0.0131 0.000

No. 3
59
Properties=species:S:1:pos:R:3:forces:R:3:nbo_charge:R:1 method="wB97M-V/def2-TZVPD" lumo_energy_ev=-3.83 gap_ev=4.53
Tl -1.31490 3.73467 2.71928 0.8458 -0.5837 -0.4756 0.897
B -3.77019 2.86101 0.97702 -0.9002 0.9963 1.4988 -0.562
H -4.77310 2.80891 1.62959 -1.2735 0.7237 -0.1372 0.100
H -4.05170 2.57684 -0.14352 -0.0049 -1.6365 0.0237 0.129
H -3.33336 3.96616 1.05482 0.2722 0.1767 0.8859 0.010
H -2.81299 2.08916 1.27684 1.7053 -1.3639 0.0229 0.243
B -3.30001 1.50487 3.38451 1.2789 -0.8154 -0.9545 -0.559
H -2.54158 1.06547 2.56259 0.8083 -1.0023 0.0735 0.164
H -3.98359 0.58691 3.70500 -0.8251 -0.0167 -0.7353 0.110
H -2.58433 2.03090 4.18092 0.1352 0.9738 -0.2069 0.051
H -4.03516 2.37491 2.88291 -1.5319 1.3164 -0.3749 0.185
C 0.42357 -0.20539 -0.08359 0.7630 0.0018 -0.9766 -0.699
C -0.76006 0.54930 0.47304 -1.0337 -0.8463 1.0454 0.771
O -0.50444 1.66547 0.99196 0.1048 1.3288 0.1969 -0.791
O -1.86939 -0.02916 0.51714 0.3268 0.3071 -0.5903 -0.719
H 0.15149 -1.15480 -0.53674 -0.1471 -0.1309 0.2863 0.207
H 1.19763 -0.33575 0.66827 -0.2107 -0.1076 0.2740 0.191
H 0.93810 0.34453 -0.87761 -0.2665 0.3149 0.0123 0.228
C 2.02226 -1.26308 4.40633 -0.4762 -1.2960 0.6142 -0.133
C 1.04914 -1.58601 3.29193 0.7946 0.2527 -0.0968 0.442
O 0.17142 -0.47071 3.34553 -0.2104 -0.1075 0.0861 -0.482
C 0.80355 0.54817 3.96632 0.0934 -0.2565 -0.2964 1.001
O 0.37735 1.65343 4.05511 -0.1799 0.4354 0.1292 -0.606
O 1.99855 0.15303 4.44875 0.2339 0.0528 0.1367 -0.471
F 0.41276 -2.75420 3.51987 -0.3675 0.2612 0.0472 -0.318
H 2.98181 -1.76720 4.33120 0.3822 0.8426 -0.5545 0.225
H 1.61286 -1.68020 5.33530 -0.2605 0.2869 0.0108 0.191
H 1.50947 -1.60946 2.30436 -0.1223 -0.2523 -0.0346 0.170
C 1.96244 -2.17109 -5.99067 1.0979 1.0387 -0.6439 -0.125
C 0.66444 -1.40965 -6.05809 -0.3293 -1.5288 0.3407 0.442
O 0.61750 -0.81266 -4.78302 0.1291 0.5537 -0.1681 -0.491
C 1.91623 -0.55611 -4.41756 -0.1767 -0.6585 -0.2602 0.973
O 2.24049 0.14171 -3.52521 0.1237 0.2681 0.3071 -0.559
O 2.75908 -1.25155 -5.22487 -0.0953 0.1443 0.4475 -0.491
F -0.33433 -2.33158 -6.19187 -0.3280 0.4694 0.1261 -0.330
H 2.44244 -2.25487 -6.96313 -0.0425 -0.3119 0.0478 0.209
H 1.91081 -3.11756 -5.45717 -0.3655 -0.0438 -0.1392 0.212
H 0.56496 -0.66922 -6.85048 0.0162 0.0485 0.0166 0.162
C 4.01364 0.01622 -0.45838 -0.4467 0.8533 -0.8972 -0.502
N 3.73834 -0.78749 0.75054 0.1192 0.1633 -0.7459 0.538
O 3.93087 -0.23922 1.81445 -0.1182 -0.3372 0.3363 -0.381
O 3.32878 -1.91833 0.58244 0.0462 -0.0729 0.4057 -0.381
H 3.37604 -0.26333 -1.29313 -0.0473 -0.5107 0.2221 0.253
H 5.04771 -0.07357 -0.77783 0.1115 -0.1276 0.3894 0.237
H 3.75571 1.04759 -0.23485 0.3120 0.0150 0.2515 0.240
C -0.81251 -3.76292 0.30507 0.0780 -0.7378 -0.2948 -0.483
N -0.55010 -5.14970 0.83315 -0.1184 0.6357 -0.4144 0.539
O 0.24380 -5.21356 1.74435 0.0009 -0.3282 0.1491 -0.381
O -1.09002 -6.08372 0.28188 -0.0204 -0.1864 0.1106 -0.384
H 0.05701 -3.57589 -0.32147 0.1683 0.4208 0.3472 0.228
H -0.91938 -3.12967 1.17588 0.1166 0.3239 -0.2088 0.247
H -1.66728 -3.77356 -0.36183 -0.2381 -0.0939 0.3185 0.231
C -2.44586 4.43188 -2.07973 -0.7497 -0.1670 -0.9966 -0.494
N -1.12470 4.09557 -1.52396 0.0051 -1.1347 0.4858 0.539
O -0.96210 4.19069 -0.32524 -0.0132 0.7338 0.1423 -0.382
O -0.32670 3.58307 -2.27747 0.0300 0.4082 -0.2351 -0.357
H -3.02725 5.13322 -1.49441 0.4486 0.1813 0.2408 0.231
H -3.02242 3.50949 -2.15199 0.2437 -0.1834 0.2784 0.247
H -2.30283 4.73801 -3.11255 0.1082 0.3096 0.1306 0.236

No. 4
39
Properties=species:S:1:pos:R:3:forces:R:3:nbo_charge:R:1 method="wB97M-V/def2-TZVPD" lumo_energy_ev=0.01 smiles=OCNCCS.O.O.O.O.O.O.O.O gap_ev=8.97
O 1.02033 1.30870 -0.34517 0.7174 0.2180 -0.9563 -0.806
C 1.32609 2.08243 0.85056 -0.7213 -1.3385 0.3865 0.095
N 0.33246 1.89096 1.85869 -0.1795 -0.6057 0.2847 -0.637
C 0.52130 0.65933 2.65803 0.3127 0.8902 1.2879 -0.248
C 0.83054 -0.63538 1.86147 -2.0967 1.1384 -0.3372 -0.595
S 1.39423 -2.00375 2.88934 0.1317 -0.1139 -0.2407 -0.027
H 0.39214 0.57866 -0.26390 0.1841 0.1427 0.9750 0.494
H 2.25922 1.70335 1.29067 0.0349 0.2203 -0.3068 0.162
H 1.46718 3.08858 0.46150 -0.3146 0.1250 0.3311 0.192
H -0.62167 1.84987 1.50841 0.2068 0.5448 -0.3325 0.391
H 1.19159 0.90706 3.50486 0.7252 -0.4242 -0.8554 0.198
H -0.36783 0.54416 3.29236 -0.3297 -0.2935 -0.7169 0.212
H -0.17221 -0.83263 1.38176 1.0150 -0.4949 0.4973 0.233
H 1.44945 -0.42007 0.98384 0.5806 -0.4620 0.7604 0.232
H 0.20006 -2.55312 3.15556 0.0167 0.1369 -0.0564 0.127
O -0.65819 2.14234 -2.19255 -0.0068 -0.1868 0.2414 -1.013
H -0.14952 1.91717 -1.37880 -0.1070 0.2318 -0.8646 0.477
H -1.25464 1.38916 -2.35608 0.0640 0.2426 0.0719 0.491
O -2.36371 0.02979 -2.49682 -0.6553 -0.8949 0.9953 -0.942
H -2.84832 -0.19146 -1.66386 0.4352 0.5355 -0.8224 0.493
H -1.93455 -0.81548 -2.67688 0.0732 0.0307 -0.2090 0.473
O -2.35476 0.35009 0.82593 0.4838 0.4333 -0.0961 -0.996
H -3.28823 0.53280 0.94940 -0.0744 -0.1993 -0.0352 0.480
H -2.24263 -0.54441 0.46368 -0.4575 -0.1927 0.3231 0.499
O -1.31700 4.29800 -0.59802 -0.6692 0.4117 1.1298 -0.982
H -0.57879 4.75640 -0.99734 0.0682 -0.4684 -0.4232 0.469
H -1.42828 3.40578 -0.95232 0.5485 0.3268 -0.7007 0.497
O -0.89879 -3.35401 -2.39892 0.0286 0.1338 -0.6733 -0.960
H -1.44969 -3.22657 -3.17890 -0.1644 -0.3114 0.0172 0.470
H -0.09162 -2.86443 -2.61934 -0.0050 -0.0921 0.3732 0.493
O 3.32422 -0.43549 -1.86786 0.1751 0.2354 -0.0037 -0.963
H 2.96392 0.45886 -1.91679 -0.1670 0.0151 0.1127 0.485
H 4.26526 -0.27960 -1.72971 -0.0176 -0.1974 -0.0206 0.479
O -2.12101 -2.19514 -0.19811 0.3044 -0.1218 0.0336 -0.993
H -2.15621 -3.12641 0.05455 -0.2517 0.1812 0.0813 0.493
H -1.31453 -2.18162 -0.74036 -0.0326 -0.0142 -0.1320 0.513
O 0.70503 -1.52009 -1.31563 -0.1591 0.4042 -0.2882 -0.988
H 1.54858 -1.90825 -1.05037 0.1023 0.3044 -0.0519 0.507
H 0.93003 -0.69819 -1.78665 0.2012 -0.4912 0.2211 0.495